{"formula": "C3H2O3", "method": "wB97M-V/def2-TZVPD", "symbols": ["C", "C", "C", "O", "O", "O", "H", "H"], "positions_angstrom": [[1.68874, 0.02498, -0.21817], [-0.99212, 0.41161, 0.38835], [-0.11958, 0.43676, -0.70534], [2.42471, 0.83919, 0.15265], [-1.40301, -0.11176, -0.85956], [-0.63486, 1.64267, -0.20200], [1.72389, -1.09772, -0.17523], [-0.82830, 0.13513, 1.37241]], "forces_ev_per_a": [[-3.735, -1.237, -0.610], [0.196, 1.405, -1.966], [3.902, 0.166, 0.827], [-0.009, 0.359, -0.253], [-0.842, -2.805, -0.206], [0.524, 2.096, 0.946], [0.328, 0.890, -0.256], [-0.364, -0.872, 1.518]], "mulliken_charge": [0.192, -0.005, 0.253, -0.290, -0.415, -0.417, 0.308, 0.375], "total_energy_ev": -9279.1086, "e_homo_ev": -9.507}

{"formula": "C3H2O3", "method": "wB97M-V/def2-TZVPD", "symbols": ["C", "C", "C", "O", "O", "O", "H", "H"], "positions_angstrom": [[0.17112, 0.74696, -0.09882], [-0.67453, -0.09968, 0.62030], [1.24328, -1.13362, -1.01592], [1.47916, -2.17924, -1.38915], [1.20938, -0.00303, -0.81222], [-1.53215, 0.73821, 1.21755], [0.38429, 1.88405, -0.02199], [-2.28056, 0.04635, 1.50023]], "forces_ev_per_a": [[-1.491, 1.168, 1.867], [2.654, 1.661, -2.554], [0.076, -3.015, -0.524], [-0.029, -1.182, -0.150], [0.848, 3.947, 0.287], [-4.167, -2.980, 2.018], [-0.055, -2.436, -0.500], [2.165, 2.837, -0.444]], "mulliken_charge": [0.215, -0.933, 0.646, -0.231, -0.025, -0.369, 0.279, 0.418], "total_energy_ev": -9280.0016, "e_homo_ev": -8.258}

{"formula": "C3H2O3", "method": "wB97M-V/def2-TZVPD", "symbols": ["C", "C", "C", "H", "H", "O", "O", "O"], "positions_angstrom": [[-1.25202, 0.05970, 0.21636], [0.13129, 0.58925, -0.12051], [1.16018, -0.51881, -0.16404], [-1.40727, -0.08018, 1.25542], [0.80813, -1.53366, 0.01734], [-2.10751, -0.14466, -0.63285], [0.38402, 1.73940, -0.23478], [2.28317, -0.11104, -0.33694]], "forces_ev_per_a": [[-1.276, 0.675, -2.688], [-1.521, -1.249, 0.342], [1.611, 2.067, -0.329], [-0.548, -0.416, 1.553], [0.345, -0.573, -0.087], [1.258, 0.106, 1.314], [0.272, 0.992, -0.204], [-0.140, -1.602, 0.098]], "mulliken_charge": [-0.096, 0.621, 0.014, 0.350, 0.334, -0.416, -0.429, -0.377], "total_energy_ev": -9283.4484, "e_homo_ev": -9.978, "smiles": "O=CC(=O)C=O"}

{"formula": "C3H2O3S", "method": "wB97M-V/def2-TZVPD", "symbols": ["C", "C", "C", "O", "O", "O", "S", "H", "H"], "positions_angstrom": [[-1.52998, 1.19457, -0.39973], [1.36316, 0.15878, 0.53642], [-1.36802, -0.09526, -0.37196], [-1.87915, 2.30871, -0.55993], [1.33997, 0.83812, 1.46486], [2.64436, -1.93758, 0.33842], [1.68342, -1.05156, -0.45642], [-0.96946, -0.59950, 0.61161], [-1.28429, -0.81628, -1.16328]], "forces_ev_per_a": [[-1.774, 2.068, -1.525], [0.242, 1.255, 2.009], [1.829, -2.086, 3.171], [1.141, -1.798, 0.768], [-0.312, 0.133, -0.495], [-0.603, 0.771, -0.697], [1.034, -2.248, -0.803], [-1.240, 1.384, -1.755], [-0.317, 0.520, -0.674]], "mulliken_charge": [0.977, 0.561, -1.196, -0.361, -0.265, -0.543, 0.208, 0.292, 0.327], "total_energy_ev": -20117.1087, "e_homo_ev": -9.197}

{"formula": "C3H2O3Sc", "method": "wB97M-V/def2-TZVPD", "symbols": ["O", "C", "O", "O", "C", "C", "H", "H", "Sc"], "positions_angstrom": [[-0.10347, 2.41032, -0.42663], [-0.41694, 1.50251, 0.22239], [-0.99332, 0.91769, 1.10315], [0.41877, -0.78953, -0.20030], [1.31457, -1.14209, -1.06918], [1.39511, -1.06226, -2.39424], [2.21985, -1.52712, -2.93462], [0.58339, -0.60408, -2.97567], [-0.75566, -1.14215, 1.40850]], "forces_ev_per_a": [[0.106, -3.088, 0.734], [-1.015, 4.690, -0.008], [0.641, -0.673, -0.567], [4.274, -2.281, -1.264], [-5.953, 3.106, -1.578], [2.277, -1.660, 1.629], [-0.089, 0.301, -0.006], [0.069, -0.028, 0.574], [-0.311, -0.368, 0.488]], "mulliken_charge": [-0.112, 0.886, -0.550, -0.524, 0.548, -0.469, 0.298, 0.296, 1.627], "total_energy_ev": -29964.7191, "e_homo_ev": [-17.858, -18.874], "total_charge": 2, "multiplicity": 2}

{"formula": "C3H2O4", "method": "wB97M-V/def2-TZVPD", "symbols": ["C", "C", "C", "H", "H", "O", "O", "O", "O"], "positions_angstrom": [[-0.69291, -0.14129, 0.01926], [-0.20391, 1.13219, -0.03185], [1.49508, -0.27400, -0.01386], [-2.13932, -1.54254, 0.34136], [-0.64359, 2.09328, 0.02318], [-1.97616, -0.51801, -0.16765], [1.20141, 1.01770, -0.05718], [2.59393, -0.74940, -0.09747], [0.36548, -1.01792, -0.01579]], "forces_ev_per_a": [[-0.008, 2.604, -0.882], [-0.054, -2.548, 0.477], [2.123, -0.872, -1.032], [0.802, 4.567, -2.200], [-0.191, 0.468, -0.077], [0.253, -4.871, 2.578], [-0.842, 0.714, 0.317], [-0.781, 0.380, 0.462], [-1.302, -0.441, 0.356]], "mulliken_charge": [0.453, -0.277, 0.669, 0.419, 0.404, -0.541, -0.313, -0.527, -0.287], "total_energy_ev": -11331.8092, "e_homo_ev": -9.154, "smiles": "O=c1occ(O)o1"}

{"formula": "C3H2O4", "method": "wB97M-V/def2-TZVPD", "symbols": ["C", "C", "C", "O", "O", "O", "O", "H", "H"], "positions_angstrom": [[0.62681, 0.37224, 0.33178], [-0.55302, -0.65016, 0.76780], [-1.08007, 0.23172, -0.41162], [-0.08961, 1.09868, -0.70358], [-1.72792, 0.37619, 0.73285], [-1.01635, -1.05842, -0.62952], [1.62084, -0.42867, -0.22903], [0.84548, 1.19506, 0.95744], [1.37385, -1.13665, -0.81611]], "forces_ev_per_a": [[0.335, -2.612, -2.446], [-0.105, 0.388, 1.174], [-1.284, 1.283, -0.001], [-0.454, -0.136, -1.371], [-0.251, -0.249, 0.111], [0.400, -0.578, -0.570], [1.176, 2.305, 1.742], [1.251, -0.200, 1.482], [-1.067, -0.202, -0.120]], "mulliken_charge": [0.266, -0.469, 1.006, -0.391, -0.318, -0.301, -0.508, 0.376, 0.338], "total_energy_ev": -11326.7286, "e_homo_ev": -10.260}

{"formula": "C3H2OS", "method": "wB97M-V/def2-TZVPD", "symbols": ["C", "C", "C", "H", "H", "O", "S"], "positions_angstrom": [[-0.33486, 0.52181, 0.82153], [0.56638, 0.17856, -0.24406], [1.16171, -0.29914, -1.18669], [-1.46727, -0.79628, -0.24046], [1.80590, -0.74613, -1.88293], [-1.42486, -0.37759, 0.61940], [-0.30699, 1.51878, 2.11320]], "forces_ev_per_a": [[-1.911, -1.834, -0.355], [1.103, 0.193, -0.845], [-0.685, 0.788, 1.798], [0.633, 0.067, -0.445], [0.289, -0.163, -0.630], [0.302, 1.767, 1.848], [0.269, -0.817, -1.372]], "mulliken_charge": [0.160, -0.395, 0.148, 0.321, 0.431, -0.437, -0.227], "total_energy_ev": -16023.1690, "e_homo_ev": -9.431, "smiles": "C#CC(O)=S"}

{"formula": "C3H2S", "method": "wB97M-V/def2-TZVPD", "symbols": ["C", "C", "C", "S", "H", "H"], "positions_angstrom": [[-0.03951, 0.01168, -0.12899], [0.12148, 0.35576, -1.38580], [-0.15942, -0.37802, 1.24025], [0.29055, 0.99391, -3.17165], [0.78551, -0.93037, 1.49858], [-0.99862, -0.05297, 1.94761]], "forces_ev_per_a": [[-0.548, 0.311, -0.141], [-0.057, 0.986, -1.476], [1.119, 1.123, -3.584], [-0.525, -2.171, 5.893], [-1.455, 0.424, 0.603], [1.466, -0.674, -1.296]], "mulliken_charge": [0.678, -0.425, -0.642, -0.133, 0.249, 0.273], "total_energy_ev": -13973.6975, "e_homo_ev": [-9.004, -8.808], "smiles": "C=C=C=S"}

{"formula": "C3H30ClN6O16", "method": "wB97M-V/def2-TZVPD", "symbols": ["Cl", "O", "O", "O", "O", "O", "H", "H", "O", "H", "H", "O", "H", "H", "O", "H", "H", "O", "H", "H", "O", "H", "H", "O", "H", "H", "O", "H", "H", "O", "H", "H", "C", "O", "N", "N", "H", "H", "H", "H", "C", "O", "N", "N", "H", "H", "H", "H", "C", "O", "N", "N", "H", "H", "H", "H"], "positions_angstrom": [[-0.73133, -0.37122, -0.54926], [-1.51254, -0.37198, 0.61723], [0.67813, -0.48417, -0.14339], [-1.08720, -1.40553, -1.45880], [-0.90722, 0.86019, -1.19602], [0.52607, -1.88817, 3.01939], [1.08407, -1.29948, 3.52762], [-0.09865, -1.30919, 2.58265], [2.93124, 1.15901, 2.38949], [3.67889, 1.74959, 2.29753], [2.57177, 1.08744, 1.50524], [3.33085, -2.15920, 0.86001], [2.41066, -1.91027, 0.94680], [3.30827, -3.09378, 0.65439], [-4.21991, -2.23910, -1.04088], [-3.30377, -2.28789, -0.76787], [-4.18299, -1.96400, -1.95695], [-0.70443, 4.09828, -1.67821], [-1.41668, 3.46366, -1.59947], [-0.13366, 3.91218, -0.93269], [-0.86726, -2.97276, -3.81029], [-1.10630, -2.70165, -2.92396], [-1.69846, -3.21144, -4.22063], [1.50814, -1.66582, -3.09310], [2.23463, -1.04257, -3.09650], [0.89188, -1.31254, -2.45151], [-3.26310, 2.73501, -2.37774], [-4.04494, 2.75195, -1.82579], [-3.13210, 1.80863, -2.57997], [-4.21827, 0.31823, 2.03606], [-4.24781, 0.42008, 2.98736], [-3.28544, 0.33328, 1.82195], [4.32120, 0.37558, -2.11830], [4.34347, -0.66132, -2.78683], [5.16912, 1.37755, -2.29899], [3.55807, 0.44952, -1.06223], [5.80480, 1.21736, -3.06734], [5.14977, 2.15852, -1.65881], [3.43477, 1.39826, -0.73850], [2.75762, -0.16639, -1.06846], [1.84698, 3.73605, 0.41417], [2.45451, 3.16148, -0.45115], [0.80587, 3.26991, 0.98255], [2.14213, 4.92266, 0.91370], [0.42860, 2.37786, 0.69619], [0.47082, 3.72444, 1.81995], [2.92634, 5.36211, 0.45328], [1.43781, 5.57634, 1.22475], [-3.86490, -3.49150, 2.33579], [-4.70555, -3.15923, 1.53728], [-2.76064, -2.84987, 2.45478], [-3.95194, -4.59043, 3.06156], [-2.16287, -3.12653, 3.22044], [-2.57951, -1.97033, 1.99250], [-4.78412, -5.14671, 2.92694], [-3.23488, -4.95212, 3.67402]], "forces_ev_per_a": [[2.971, 0.415, -0.454], [-1.767, -0.796, 2.475], [-0.752, -0.361, -0.281], [-0.306, -1.138, 0.142], [-0.264, 2.144, -1.066], [-0.124, -0.372, 0.198], [0.289, 0.178, 0.055], [-0.150, 0.231, -0.429], [-0.178, 0.045, 0.472], [0.209, 0.063, -0.063], [-0.086, -0.204, -0.386], [0.396, 0.046, 0.167], [-0.452, 0.119, 0.026], [-0.043, -0.170, -0.146], [-0.418, -0.029, -0.226], [0.295, 0.031, 0.160], [0.138, 0.105, -0.242], [0.203, 0.599, -0.027], [-0.471, -0.367, -0.211], [0.075, -0.146, 0.015], [-0.094, -0.333, -0.449], [0.111, 0.198, 0.293], [-0.208, -0.088, -0.089], [-0.042, -0.095, -0.125], [0.662, 0.015, -0.045], [-0.255, -0.036, 0.069], [0.028, 0.326, -0.094], [-0.178, -0.009, 0.196], [0.243, -0.348, 0.010], [-0.230, 0.146, 0.051], [-0.073, -0.022, 0.230], [0.363, -0.022, -0.366], [0.588, -3.189, -0.862], [0.177, 0.383, -1.018], [1.122, 1.258, -0.713], [-1.725, 1.170, 2.036], [0.065, 0.643, 0.396], [0.415, -0.028, -0.595], [-0.777, -0.159, 0.303], [0.009, 0.046, 0.334], [1.109, 0.152, -1.018], [1.674, -0.697, -1.365], [-4.626, -2.433, 2.182], [2.362, 3.686, 0.446], [-0.029, -0.025, 0.100], [-0.171, -0.512, -0.232], [-0.128, 0.092, 0.095], [0.008, -0.368, -0.107], [-2.118, 0.100, -2.168], [-1.729, 0.068, -0.592], [4.626, 2.206, 1.515], [-0.929, -3.092, 2.066], [0.353, 0.465, -0.359], [-0.286, -0.258, -0.068], [0.303, 0.161, 0.063], [-0.185, 0.211, -0.302]], "mulliken_charge": [1.254, -0.460, -0.347, -0.741, -0.563, -0.631, 0.306, 0.290, -0.619, 0.332, 0.237, -0.625, 0.307, 0.283, -0.598, 0.263, 0.291, -0.696, 0.307, 0.394, -0.584, 0.419, 0.270, -0.640, 0.306, 0.278, -0.650, 0.309, 0.297, -0.612, 0.288, 0.291, 0.625, -0.751, -0.389, -0.096, 0.244, 0.176, 0.188, 0.048, 0.769, -0.655, -0.320, -0.592, 0.152, 0.134, 0.260, 0.210, 0.632, -0.619, -0.199, -0.419, 0.131, 0.131, 0.234, 0.147], "total_energy_ev": -57818.5927, "e_homo_ev": -6.843, "total_charge": -1}